22
Properties=species:S:1:pos:R:3:forces:R:3:lowdin_charge:R:1 method="wB97M-V/def2-TZVPD" lumo_energy_ev="3.86 / 3.90" total_energy_ha=-329.41475 homo_energy_ev="1.4 / -5.9" e_above_lowest_ev=1.046 multiplicity=2 s_squared=0.750 total_charge=-1 mol_weight_g_mol=105.2 homo_lumo_gap_ev="2.500 / 9.778"
C 1.023859 -2.187445 0.307774 0.719 -0.461 2.121 -0.33
N 0.837105 -0.815860 0.807703 0.388 0.439 -1.823 -0.13
C -1.501244 0.927839 -1.725447 1.004 -0.952 0.426 -0.21
C -0.695556 -0.176009 -0.920410 -2.373 0.840 0.896 -0.32
C 0.689362 0.139186 -0.311442 -1.324 0.660 -0.148 -0.48
C 0.831198 1.589893 0.171153 -1.224 0.210 -0.408 -0.12
H 0.108181 -2.796611 0.368754 0.119 0.399 -0.464 0.04
H 1.686190 -2.607037 1.076220 -0.105 -0.537 -0.183 0.04
H 1.579922 -2.325587 -0.617252 -0.331 0.345 -0.403 0.03
H 1.631682 -0.516026 1.359726 0.114 -0.253 -0.029 0.09
H -1.802461 1.841385 -1.177471 0.763 -0.332 -0.186 0.05
H -2.462382 0.538092 -2.085827 0.371 -0.326 -0.128 0.03
H -0.799802 1.071720 -2.559558 -0.666 0.896 -0.179 0.05
H -1.370443 -0.573410 -0.135148 0.397 0.337 -0.021 0.08
H -0.631215 -1.023392 -1.582068 0.394 -0.398 -0.496 0.04
H 1.318017 0.010020 -1.209145 0.728 -0.327 0.727 0.10
H 1.832508 1.960961 0.357037 0.496 -0.210 -0.389 0.04
H 0.312085 2.201842 -0.595098 0.721 0.022 0.417 0.06
H 0.307838 1.792768 1.107591 -0.206 -0.346 -0.018 0.05
H -1.559494 0.821285 2.571937 0.165 -0.102 0.158 0.01
H -0.576783 -0.201856 1.989152 0.426 0.105 0.431 -0.01
O -0.758557 0.328249 2.801816 -0.575 -0.007 -0.300 -0.13

8
Properties=species:S:1:pos:R:3:forces:R:3:lowdin_charge:R:1 method="wB97M-V/def2-TZVPD" lumo_energy_ev=-1.47 total_energy_ha=-1749.48575 homo_energy_ev=-10.1 e_above_lowest_ev=5.394 total_charge=0 mol_weight_g_mol=164.6 homo_lumo_gap_ev=8.596
O -1.380823 -0.233007 -1.052613 2.236 -2.533 6.435 -0.59
S -0.925895 -0.875122 0.498366 -2.095 4.407 -8.063 0.11
O -1.211050 -2.230913 0.664083 0.503 -2.346 0.797 -0.41
Cl -2.200353 0.081718 1.695739 0.232 0.519 0.624 0.38
S 1.119608 -0.266905 0.709112 -1.210 -1.330 1.115 0.33
P 0.918278 1.201270 -0.711182 -2.913 0.721 -0.559 0.52
H 1.685798 0.593691 -1.620608 0.815 -1.012 -1.606 -0.15
H 1.994437 1.729268 -0.182896 2.432 1.574 1.257 -0.19

14
Properties=species:S:1:pos:R:3:forces:R:3:lowdin_charge:R:1 method="wB97M-V/def2-TZVPD" lumo_energy_ev=-3.85 total_energy_ha=-1384.17042 homo_energy_ev=-13.6 e_above_lowest_ev=0.452 total_charge=+1 mol_weight_g_mol=155.3 homo_lumo_gap_ev=9.765
C 0.378279 -0.239171 -0.482350 0.377 1.382 -2.688 -0.80
C -0.510097 -0.354146 1.729126 -0.901 -1.960 2.029 -0.14
N 0.478430 0.309314 -1.724269 -0.354 -0.517 1.346 -0.41
N -0.458774 0.254123 0.407899 -0.268 0.757 0.739 -0.53
S 1.275406 -1.602768 -0.178312 1.009 -1.854 1.277 1.03
S 1.634660 0.224604 -2.951838 0.809 -0.749 -0.097 0.88
S -1.329389 1.714592 0.158821 0.152 0.117 -0.220 0.93
H -0.816202 -1.472276 1.525951 0.279 2.052 0.924 0.12
H -1.262425 0.184862 2.475222 1.547 -1.220 -2.067 0.13
H 0.500869 -0.385645 2.243599 -1.072 0.249 -0.747 0.10
H -0.061253 1.122537 -1.831602 -1.092 1.247 -0.172 0.01
H 2.006797 -1.577096 -1.302847 -0.070 0.178 0.059 -0.13
H 1.637070 -1.125637 -3.082477 -0.262 0.366 -0.375 -0.11
H -2.386099 1.149007 -0.442615 -0.155 -0.048 -0.009 -0.08

77
Properties=species:S:1:pos:R:3:forces:R:3:lowdin_charge:R:1 method="wB97M-V/def2-TZVPD" lumo_energy_ev="-6.97 / -6.97" total_energy_ha=-7808.69104 homo_energy_ev="-14.0 / -14.0" e_above_lowest_ev=0.596 multiplicity=2 s_squared=0.770 total_charge=+2 mol_weight_g_mol=739.6 homo_lumo_gap_ev="7.028 / 6.994"
Cr 1.273802 -1.128870 0.159815 -0.169 -0.275 0.064 -0.04
N 1.533407 -1.021726 2.317767 -0.071 0.019 0.122 -0.04
N 0.536843 -1.871007 2.855608 0.011 0.005 0.022 0.04
C 0.255944 -2.979603 2.033464 0.135 -0.113 -0.056 -0.65
O -0.324429 -3.941029 2.438538 -0.031 0.034 0.043 0.14
O 0.679743 -2.800451 0.785953 -0.044 0.108 0.085 -0.27
H 2.460984 -1.299903 2.636938 -0.008 0.025 -0.013 0.10
H 1.371419 -0.070629 2.636167 -0.020 -0.008 -0.010 0.09
H 0.623245 -2.095384 3.838958 0.001 -0.020 -0.024 0.16
C 4.819629 -0.635271 1.536890 0.028 -0.011 -0.012 -0.25
As 3.755243 -0.953844 -0.051932 0.041 0.029 0.030 1.11
C 4.416466 0.391107 -1.277242 0.039 -0.016 0.007 -0.24
C 4.400290 -2.627214 -0.752246 0.005 -0.018 -0.027 -0.40
C 5.697894 -3.084900 -0.552876 -0.007 0.012 0.000 -0.08
C 6.084926 -4.301678 -1.094931 0.011 -0.001 0.006 -0.04
C 5.184825 -5.055824 -1.835420 0.001 -0.008 -0.009 -0.04
C 3.890987 -4.599330 -2.040753 -0.014 0.007 0.001 -0.07
C 3.495696 -3.383114 -1.496324 0.038 -0.011 -0.003 -0.39
As 1.729081 -2.653006 -1.747390 -0.042 0.032 -0.102 1.11
C 0.537092 -4.161266 -1.861978 0.016 -0.013 -0.024 -0.23
C 1.756442 -1.950966 -3.552816 0.002 -0.016 -0.022 -0.23
H 5.854931 -0.457185 1.249756 -0.003 -0.004 0.018 0.05
H 4.783885 -1.502269 2.196019 -0.001 -0.002 -0.005 0.05
H 4.450667 0.246921 2.059455 -0.001 0.007 -0.016 0.04
H 5.473885 0.207940 -1.461688 -0.005 0.019 -0.006 0.05
H 4.281676 1.380152 -0.842544 -0.002 -0.002 0.003 0.03
H 3.867633 0.334891 -2.214951 0.004 -0.004 -0.002 0.03
H 6.410841 -2.509862 0.025336 -0.007 0.007 -0.004 0.11
H 7.091154 -4.664888 -0.936129 0.002 0.001 0.000 0.12
H 5.491693 -6.005379 -2.252408 -0.001 -0.003 0.002 0.12
H 3.198702 -5.201116 -2.616672 -0.005 0.008 0.003 0.11
H 0.752099 -4.724703 -2.768728 -0.012 -0.007 0.013 0.05
H -0.489318 -3.799645 -1.894923 0.003 0.004 -0.009 0.04
H 0.664176 -4.779177 -0.977574 0.003 0.004 0.001 0.05
H 2.160933 -2.705452 -4.225892 -0.005 0.003 0.003 0.05
H 2.371474 -1.054868 -3.606118 0.009 -0.006 0.007 0.03
H 0.738022 -1.706511 -3.851168 0.003 0.005 0.007 0.03
S 1.347986 1.232906 0.241665 0.041 0.207 -0.063 0.76
C -0.231239 1.748030 -0.117668 -0.163 -0.199 -0.173 -0.57
N -0.762758 2.856387 0.314963 0.070 0.052 0.093 -0.06
C -2.136792 3.229764 -0.063155 0.029 -0.056 -0.019 -0.06
C -2.388896 2.808675 -1.484270 0.015 -0.048 0.042 -0.06
N -2.092505 1.375793 -1.620411 -0.042 -0.052 -0.040 -0.06
C -3.021112 0.612504 -2.490699 0.085 0.023 0.028 -0.08
C -4.373887 0.505630 -1.837536 -0.017 -0.008 -0.011 -0.23
C -5.474700 1.135808 -2.403780 0.001 0.008 0.002 -0.04
C -6.719051 1.046902 -1.792931 0.005 -0.001 -0.006 -0.05
C -6.860539 0.332609 -0.614114 -0.009 -0.001 0.009 -0.06
C -5.761441 -0.300346 -0.045187 -0.011 -0.004 0.007 -0.06
C -4.521185 -0.217133 -0.655186 0.002 0.003 0.000 -0.04
C -1.092203 0.840042 -0.980593 0.142 0.159 0.141 -0.57
S -0.699875 -0.809217 -1.042660 0.046 0.087 -0.017 0.81
C -0.116245 3.743363 1.313434 -0.005 -0.055 -0.113 -0.08
C -0.976322 3.826942 2.546508 -0.004 0.014 0.007 -0.24
C -1.486984 5.046576 2.967809 0.013 0.005 0.006 -0.03
C -2.285318 5.112079 4.102873 0.005 0.000 -0.002 -0.05
C -2.582045 3.957219 4.808226 -0.010 -0.005 0.013 -0.06
C -2.076675 2.732460 4.386783 0.002 -0.013 0.008 -0.06
C -1.273619 2.668400 3.261175 -0.001 0.018 -0.008 -0.04
H -2.226914 4.307969 0.048892 -0.016 0.004 -0.024 0.15
H -2.835270 2.755150 0.629389 -0.017 0.010 -0.016 0.16
H -1.776222 3.363687 -2.198725 -0.005 0.026 0.018 0.16
H -3.439497 2.946609 -1.731768 0.000 0.021 0.006 0.14
H -2.571459 -0.358011 -2.683520 -0.029 0.007 -0.009 0.09
H -3.079519 1.165555 -3.429269 -0.025 -0.020 -0.008 0.14
H -5.367959 1.684899 -3.332633 0.002 0.001 -0.003 0.12
H -7.575678 1.530754 -2.241780 0.001 0.003 -0.004 0.12
H -7.829897 0.259461 -0.140208 -0.002 -0.001 0.001 0.12
H -5.877726 -0.870758 0.866432 0.003 -0.002 0.002 0.11
H -3.671750 -0.732640 -0.219625 0.007 0.000 -0.001 0.10
H 0.001906 4.719953 0.842417 0.005 0.010 0.024 0.14
H 0.870561 3.338693 1.518606 -0.006 0.025 0.028 0.08
H -1.252325 5.951823 2.419727 -0.004 0.000 -0.004 0.12
H -2.674254 6.065405 4.433289 -0.001 0.003 -0.002 0.12
H -3.205978 4.007607 5.690062 -0.001 0.002 0.003 0.12
H -2.306826 1.832596 4.941190 -0.002 -0.002 0.001 0.11
H -0.877768 1.710916 2.934318 -0.006 -0.012 -0.005 0.11

Number 1: largest force on an atom 0.0520 hartree/bohr. Number 2: largest force on an atom 0.1833 hartree/bohr. Number 3: largest force on an atom 0.0592 hartree/bohr. Number 4: largest force on an atom 0.0064 hartree/bohr.